ORCA calculation (ωB97M-V/def2-TZVPD) on a cluster of 2 separate species, C2H9NS2 in total at a distorted geometry.

Results
Frontier orbital gap ... 9.435 eV
SMILES ... CSS.CN
LUMO energy ... 0.5 eV
F_max ... 0.025 hartree/bohr

Geometry (Å):
C -1.1505 -0.6096 1.5339
S -1.0251 -0.8899 -0.2441
S 0.8096 -1.7918 -0.3458
H -1.1922 -1.5183 2.1261
H -0.2307 -0.0787 1.8067
H -1.9069 0.1523 1.7188
H 1.5916 -0.7980 0.1161
C 1.1583 2.4220 0.2750
N 0.1873 3.0519 -0.6560
H 1.8799 3.1832 0.5698
H 0.6716 1.9695 1.1386
H 1.7224 1.6909 -0.2872
H -0.6097 2.4539 -0.6843
H -0.1984 3.8631 -0.1750

Atom charges from the natural (NBO) analysis, given in e for atoms 1 to 4: C -0.757; S 0.098; S -0.132; H 0.229

***

ORCA calculation (ωB97M-V/def2-TZVPD) on a cluster of 2 separate species, C2H9NS2 in total.

Results
Frontier orbital gap ... 9.430 eV
SMILES ... CCN.SS
LUMO energy ... 0.2 eV
F_max ... 0.018 hartree/bohr

Geometry (Å):
C -0.1111 -0.6218 1.3774
C 0.9127 -0.2815 0.2845
N 2.2035 0.0153 0.8698
H -0.6614 -1.5445 1.1959
H 0.3828 -0.7066 2.3466
H -0.8743 0.1504 1.4607
H 1.0310 -1.1122 -0.4101
H 0.4706 0.5485 -0.2752
H 2.8254 0.3611 0.1437
H 2.1102 0.8039 1.5048
S -2.9490 0.0843 -1.6552
S -1.7618 1.3024 -2.8686
H -2.5293 0.6761 -0.5288
H -1.0492 0.3244 -3.4457

Atom charges from the natural (NBO) analysis, given in e for atoms 1 to 4: C -0.623; C -0.221; N -0.822; H 0.214

***

Calculated relative energy (zero: lowest compared OMol25 entry of this formula, charge and spin) in order - 61.0 59.3 kJ/mol